# C43H42N5O2

A 2-piece molecular cluster, C43H42N5O2 overall (ωB97M-V with the def2-TZVPD basis set, OMol25).

- 2S+1: 1
- HOMO: -10.70 eV
- Charge: +1
- LUMO energy: -3.93 eV

Geometry (Å):
C 8.799 1.238 2.792
O 8.130 -0.050 2.796
C 6.823 -0.135 3.176
C 6.305 -1.440 3.377
C 5.009 -1.615 3.804
C 4.110 -0.525 3.957
C 2.695 -0.748 4.112
C 1.798 0.271 3.848
C 0.419 0.208 4.037
N -0.423 1.262 3.953
C -1.881 1.102 3.909
C -2.410 0.226 2.758
C -3.898 -0.054 2.875
C -4.762 0.279 1.822
C -6.139 0.092 1.966
C -6.643 -0.474 3.146
C -5.774 -0.845 4.182
C -4.396 -0.655 4.036
C -2.367 2.551 3.799
O -3.536 2.927 3.727
N -1.258 3.354 3.828
C -1.366 4.791 3.668
C 0.003 2.639 3.643
C 1.033 3.233 4.613
C 0.457 2.744 2.176
C 4.687 0.786 3.858
C 5.978 0.984 3.390
H 9.863 1.002 2.667
H 8.458 1.855 1.944
H 8.643 1.777 3.739
H 6.964 -2.283 3.175
H 4.632 -2.619 3.991
H 2.266 -1.781 4.376
H 2.199 1.199 3.436
H -0.048 -0.751 4.281
H -2.238 0.682 4.871
H -2.198 0.755 1.812
H -1.852 -0.733 2.757
H -4.338 0.720 0.913
H -6.812 0.378 1.151
H -7.719 -0.621 3.262
H -6.158 -1.302 5.097
H -3.697 -0.951 4.826
H -2.412 5.089 3.768
H -0.773 5.301 4.438
H -0.977 5.102 2.688
H 0.567 3.380 5.599
H 1.910 2.595 4.727
H 1.355 4.202 4.208
H -0.376 2.491 1.499
H 0.786 3.774 1.990
H 1.293 2.067 1.978
H 4.114 1.673 4.143
H 6.349 1.999 3.193
C -1.438 -3.042 8.520
C -0.808 -1.998 7.819
C 0.097 -2.294 6.798
C 0.292 -3.635 6.479
N 0.886 -3.978 5.272
C 1.397 -3.216 4.293
N 1.698 -4.135 3.318
C 2.347 -3.808 2.105
C 2.058 -2.566 1.556
C 2.813 -2.106 0.471
C 3.801 -2.937 -0.071
C 4.068 -4.191 0.484
C 3.352 -4.622 1.606
C 1.307 -5.413 3.752
C 1.337 -6.660 3.003
C 1.523 -7.838 3.759
C 1.372 -9.082 3.155
C 1.021 -9.150 1.794
C 0.903 -7.988 1.014
C 1.054 -6.740 1.621
N 0.835 -5.319 4.968
C -0.257 -4.685 7.196
C -1.135 -4.388 8.241
H -2.167 -2.810 9.302
H -1.023 -0.960 8.064
H 0.612 -1.545 6.201
H 1.253 -1.976 2.000
H 2.597 -1.123 0.057
H 4.368 -2.598 -0.939
H 4.828 -4.846 0.052
H 3.564 -5.585 2.090
H 1.776 -7.741 4.816
H 1.510 -9.991 3.747
H 0.838 -10.125 1.340
H 0.676 -8.053 -0.057
H 0.940 -5.827 1.037
H -0.018 -5.700 6.886
H -1.570 -5.199 8.811

Atom charges from the Löwdin analysis, given in e for atoms 1 to 4: -0.044 -0.073 -0.238 0.018

***

# C43H43AuN8SSe

C43H43AuN8SSe as an isolated structure (ωB97M-V with the def2-TZVPD basis set, OMol25).

- 2S+1: 1
- HOMO: -12.93 eV
- Charge: +2
- LUMO energy: -8.59 eV

Geometry (Å):
Au -0.323 0.679 -0.568
C 5.408 0.455 1.184
C 4.614 -0.365 0.151
C 3.652 -1.331 0.847
C 4.153 0.457 -1.079
C 5.201 0.725 -1.947
C 5.000 1.259 -3.202
C 3.705 1.438 -3.664
C 2.594 1.201 -2.874
C 1.260 1.415 -3.594
C 0.339 0.195 -3.596
C 0.553 2.713 -3.197
C 2.832 0.836 -1.504
N 1.824 0.961 -0.543
C 2.187 1.416 0.648
C 1.375 1.406 1.784
C 1.739 1.889 3.098
C 0.677 1.628 3.875
C -0.347 0.981 3.015
N 0.089 0.867 1.787
C -1.663 0.497 3.536
C -2.309 1.619 4.366
C -2.620 0.078 2.425
C -1.363 -0.708 4.454
H 6.055 -0.211 1.756
H 4.758 0.953 1.907
H 6.037 1.211 0.715
H 5.349 -1.024 -0.314
H 2.988 -0.862 1.571
H 4.251 -2.051 1.406
H 3.047 -1.891 0.134
H 6.206 0.458 -1.640
H 5.842 1.472 -3.848
H 3.553 1.765 -4.684
H 1.546 1.537 -4.639
H -0.004 -0.040 -2.580
H 0.850 -0.683 -3.988
H -0.544 0.376 -4.209
H 0.113 2.654 -2.197
H -0.249 2.932 -3.904
H 1.249 3.553 -3.207
H 3.180 1.836 0.748
H 2.680 2.338 3.378
H 0.573 1.834 4.930
H -2.418 2.534 3.780
H -1.735 1.852 5.264
H -3.301 1.299 4.684
H -3.005 0.951 1.891
H -3.469 -0.449 2.860
H -2.147 -0.586 1.701
H -0.692 -0.439 5.271
H -0.906 -1.529 3.897
H -2.296 -1.066 4.889
Se -6.522 5.524 -0.392
N -6.279 3.797 -0.706
C -4.993 3.579 -0.607
C -4.388 2.263 -0.805
C -5.157 1.146 -1.133
C -4.537 -0.066 -1.328
C -3.160 -0.133 -1.179
N -2.421 0.929 -0.857
C -3.007 2.130 -0.669
C -2.165 3.292 -0.330
N -0.845 3.091 -0.206
C -0.052 4.115 0.056
C -0.531 5.412 0.224
C -1.885 5.631 0.115
C -2.729 4.556 -0.165
C -4.176 4.712 -0.293
N -4.799 5.851 -0.134
H -6.228 1.262 -1.231
H -5.093 -0.955 -1.591
H -2.628 -1.066 -1.317
H 1.012 3.904 0.132
H 0.157 6.221 0.430
H -2.315 6.617 0.233
S 1.548 -6.042 0.278
C 1.040 -4.357 -0.005
C 0.278 -3.670 0.933
C -0.101 -2.368 0.665
N 0.248 -1.725 -0.454
C 0.999 -2.378 -1.344
C 1.410 -3.686 -1.164
C 0.045 -6.838 -0.282
C -0.128 -7.147 -1.621
C -1.320 -7.746 -2.004
N -2.304 -8.045 -1.157
C -2.107 -7.763 0.130
C -0.954 -7.164 0.621
H -0.021 -4.148 1.856
H -0.695 -1.810 1.379
H 1.285 -1.835 -2.230
H 2.016 -4.176 -1.914
H 0.648 -6.939 -2.346
H -1.491 -8.002 -3.044
H -2.909 -8.034 0.807
H -0.835 -6.970 1.678

Atom charges from the Löwdin analysis, given in e for atoms 1 to 4: 1.055 -0.047 -0.350 -0.044

***

# C43H44AsFeNOP2S2

C43H44AsFeNOP2S2 as an isolated structure (ωB97M-V with the def2-TZVPD basis set, OMol25).

- 2S+1: 6
- HOMO (alpha / beta): -4.07 / -4.30 eV
- Charge: -1
- LUMO energy (alpha / beta): 2.68 / 2.66 eV

Geometry (Å):
Fe -1.310 0.257 0.470
S -1.831 -3.155 -0.064
P -0.127 -2.596 0.836
C 0.506 -1.046 0.496
P 0.911 -0.784 -1.129
S -0.552 0.168 -2.153
C 2.367 0.318 -1.302
C 3.125 0.369 -2.469
C 4.150 1.293 -2.606
C 4.423 2.188 -1.578
C 3.666 2.151 -0.417
C 2.646 1.219 -0.282
C 1.442 -2.255 -2.073
C 2.722 -2.770 -1.877
C 3.139 -3.908 -2.548
C 2.265 -4.548 -3.420
C 0.985 -4.050 -3.609
C 0.574 -2.904 -2.939
C -0.345 -2.724 2.650
C -1.012 -3.816 3.198
C -1.209 -3.900 4.568
C -0.741 -2.890 5.405
C -0.069 -1.805 4.861
C 0.130 -1.729 3.488
C 1.124 -3.938 0.611
C 2.371 -3.787 1.218
C 3.331 -4.779 1.116
C 3.053 -5.941 0.399
C 1.817 -6.094 -0.206
C 0.854 -5.096 -0.097
H 2.913 -0.311 -3.286
H 4.733 1.318 -3.518
H 5.221 2.913 -1.686
H 3.859 2.850 0.388
H 2.049 1.189 0.618
H 3.401 -2.281 -1.189
H 4.132 -4.301 -2.377
H 2.583 -5.443 -3.942
H 0.299 -4.553 -4.277
H -0.427 -2.513 -3.075
H -1.403 -4.585 2.542
H -1.729 -4.754 4.985
H -0.902 -2.950 6.474
H 0.286 -1.004 5.497
H 0.628 -0.875 3.053
H 2.586 -2.875 1.764
H 4.294 -4.648 1.593
H 3.800 -6.720 0.314
H 1.596 -6.989 -0.775
H -0.116 -5.202 -0.570
N -4.115 -1.856 2.883
C -3.499 -1.064 1.974
O -2.358 -0.665 2.193
C -4.229 -0.655 0.726
C -3.362 0.221 -0.172
H -3.507 -2.283 3.565
H -4.936 -2.361 2.601
H -5.164 -0.176 1.046
H -4.526 -1.587 0.231
H -3.835 1.191 -0.348
H -3.250 -0.267 -1.143
C -0.320 3.111 4.487
C -1.598 2.992 3.951
C -1.801 2.241 2.802
C -0.768 1.571 2.137
C 0.496 1.695 2.717
C 0.729 2.453 3.864
H -0.150 3.697 5.383
H -2.436 3.482 4.436
H -2.819 2.166 2.422
H 1.330 1.148 2.291
H 1.729 2.515 4.277
C -2.502 4.305 0.293
As -1.498 2.853 -0.563
C 0.190 3.803 -0.759
C -2.348 3.034 -2.351
C -1.650 4.000 -3.254
C -2.121 5.299 -3.421
C -1.439 6.212 -4.218
C -0.275 5.833 -4.866
C 0.200 4.534 -4.712
C -0.477 3.628 -3.914
H -2.534 5.160 -0.386
H -2.015 4.587 1.224
H -3.516 3.968 0.509
H 0.047 4.772 -1.240
H 0.887 3.198 -1.336
H 0.580 3.931 0.252
H -3.368 3.361 -2.140
H -2.399 2.040 -2.793
H -3.035 5.598 -2.921
H -1.823 7.218 -4.332
H 0.261 6.540 -5.486
H 1.109 4.225 -5.211
H -0.094 2.622 -3.782

Atom charges from the Löwdin analysis, given in e for atoms 1 to 4: 0.597 0.259 0.385 -0.581

***

# C43H44BrFIN2O16P2

A 6-piece molecular cluster, C43H44BrFIN2O16P2 overall (ωB97M-V with the def2-TZVPD basis set, OMol25).

- 2S+1: 1
- HOMO: -11.19 eV
- Charge: +1
- LUMO energy: -4.00 eV

Geometry (Å):
C 1.496 -0.420 3.559
C 2.112 0.298 2.354
I 2.062 2.387 2.812
C 1.522 -0.251 1.024
C 0.768 0.520 -0.072
C -0.307 1.525 0.382
C -1.063 1.040 1.590
O -1.552 -0.033 1.730
F -1.226 1.994 2.508
C -0.011 -0.532 -0.945
C 0.652 -1.897 -1.232
C -0.376 -3.034 -1.177
C -1.334 -2.928 -2.332
O -0.990 -2.977 -3.482
O -2.625 -2.759 -1.951
C -0.261 0.204 -2.281
C 0.837 1.253 -2.464
Br 1.894 0.672 -4.015
P 0.317 3.072 -2.770
C 0.094 3.160 -4.562
O -1.232 3.091 -2.266
N 1.692 1.072 -1.185
P 3.023 2.191 -0.713
N 3.918 1.464 0.276
O 3.594 2.612 -2.114
O 2.157 3.376 -0.191
H 0.525 -0.023 3.845
H 2.169 -0.322 4.406
H 1.426 -1.487 3.335
H 3.169 0.056 2.343
H 0.830 -1.041 1.308
H 2.348 -0.741 0.512
H 0.104 2.513 0.570
H -1.049 1.644 -0.402
H -1.008 -0.699 -0.547
H 1.454 -2.166 -0.553
H 1.066 -1.915 -2.242
H 0.163 -3.976 -1.300
H -0.889 -3.077 -0.218
H -3.065 -2.177 -2.587
H -1.221 0.711 -2.200
H -0.383 -0.458 -3.131
H 1.057 3.284 -5.049
H -0.472 4.087 -4.683
H -0.472 2.339 -4.995
H -1.762 2.359 -2.628
H 2.272 0.250 -1.423
H 4.869 1.269 -0.009
H 4.562 2.627 -2.071
H 2.683 3.943 0.399
C 2.499 -2.325 7.730
C 2.382 -3.427 8.464
C 1.049 -3.927 8.896
O 0.947 -4.928 9.568
C -0.148 -3.150 8.475
C -0.024 -2.047 7.742
C 1.305 -1.549 7.312
O 1.414 -0.544 6.639
H 3.458 -1.938 7.407
H 3.236 -4.010 8.784
H -1.106 -3.539 8.793
H -0.877 -1.461 7.423
C -3.996 1.166 -6.213
C -5.027 1.752 -6.815
C -5.626 2.998 -6.266
O -6.559 3.539 -6.813
C -5.028 3.561 -5.026
C -4.000 2.970 -4.427
C -3.413 1.731 -4.975
O -2.459 1.180 -4.441
H -3.538 0.259 -6.588
H -5.476 1.363 -7.720
H -5.473 4.472 -4.651
H -3.549 3.378 -3.532
C 5.444 -2.280 -2.921
C 6.124 -2.958 -3.842
C 6.672 -2.279 -5.048
O 7.287 -2.891 -5.888
C 6.432 -0.815 -5.181
C 5.753 -0.144 -4.255
C 5.211 -0.826 -3.059
O 4.585 -0.206 -2.215
H 5.035 -2.749 -2.035
H 6.312 -4.021 -3.767
H 6.838 -0.344 -6.067
H 5.560 0.919 -4.333
C -3.194 8.078 -7.095
C -3.157 6.929 -6.427
C -3.233 6.898 -4.947
O -3.199 5.844 -4.339
C -3.355 8.191 -4.233
C -3.392 9.343 -4.897
C -3.314 9.379 -6.382
O -3.346 10.424 -6.988
H -3.142 8.131 -8.175
H -3.072 5.970 -6.924
H -3.412 8.137 -3.153
H -3.479 10.301 -4.402
C -0.797 -7.646 9.768
C -0.925 -8.751 10.497
C -2.257 -9.248 10.925
O -2.373 -10.253 11.590
C -3.448 -8.462 10.507
C -3.323 -7.358 9.777
C -1.989 -6.865 9.349
O -1.882 -5.859 8.678
H 0.163 -7.261 9.452
H -0.074 -9.340 10.817
H -4.408 -8.844 10.830
H -4.173 -6.768 9.459

Atom charges from the Löwdin analysis, given in e for atoms 1 to 4: -0.185 -0.711 1.058 -0.160

***

no.,F_max (hartree/bohr)
1,0.049
2,0.037
3,0.017
4,0.034